1.
Molecular formula: C37H74O25
Method: DFT, wB97M-V/def2-TZVPD

- Highest occupied orbital energy: -9.04 eV
- Calculated total energy: -3335.102076 a.u.
- Energy above the lowest of the compared OMol25 structures with the same formula, charge and spin: 24.2 kcal/mol
- Molecular weight: 918.97 u

Last column: Löwdin charge in e.
Atoms and positions in Å:
C1 -4.48441 1.04290 0.39710  -0.03
O1 -4.84014 1.53108 1.67716  0.01
C2 -4.70512 0.72317 2.72294  -0.67
O2 -4.11573 -0.31387 2.70263  0.13
O3 -5.34060 1.22639 3.72701  -0.01
C3 -5.55553 0.49315 4.92352  -0.01
H1 -5.29792 0.53452 -0.08352  0.10
H2 -3.63959 0.34392 0.44298  0.09
H3 -4.07868 1.83576 -0.21691  0.08
H4 -4.80875 0.83369 5.68658  0.11
H5 -5.40488 -0.58998 4.79723  0.10
H6 -6.58279 0.74181 5.13277  0.09
C4 0.70508 -1.16143 -1.54118  0.02
O4 -0.20073 -0.04900 -1.41222  0.04
C5 -0.18626 0.53359 -0.26080  -0.58
O5 0.44275 0.16749 0.73131  0.06
O6 -1.07044 1.57339 -0.26310  0.01
C6 -1.23906 2.08970 1.06937  -0.03
H7 0.55590 -1.79136 -0.68733  0.07
H8 1.71123 -0.83506 -1.76365  0.10
H9 0.40666 -1.76159 -2.33074  0.05
H10 -1.60759 1.27996 1.73721  0.12
H11 -1.89817 2.89318 0.96365  0.06
H12 -0.30572 2.45067 1.41461  0.06
C7 -3.77857 3.86485 4.15224  -0.05
O7 -2.95431 2.76296 4.45204  -0.03
C8 -1.63871 2.85725 4.14845  -0.58
O8 -1.13357 3.90161 3.79734  0.10
O9 -0.98173 1.73224 4.48204  -0.01
C9 0.46479 1.62721 4.18514  0.02
H13 -4.29845 3.58160 3.23614  0.09
H14 -3.23006 4.84077 4.20796  0.11
H15 -4.48901 3.98090 5.01233  0.11
H16 1.09489 2.32157 4.75167  0.10
H17 0.67723 1.67705 3.12126  0.08
H18 0.57661 0.60873 4.54593  0.08
C10 1.93190 -4.09554 -0.14684  -0.04
O10 1.07595 -4.27506 -1.25069  -0.04
C11 1.67900 -4.48606 -2.43930  -0.61
O11 2.84483 -4.31784 -2.61540  0.12
O12 0.76760 -4.93684 -3.30989  0.00
C12 1.27949 -5.13092 -4.64679  -0.03
H19 2.11743 -5.09076 0.28822  0.12
H20 1.34560 -3.42557 0.45457  0.07
H21 2.79935 -3.48321 -0.42769  0.09
H22 0.93479 -4.21594 -5.25036  0.11
H23 0.74938 -6.00671 -5.04917  0.09
H24 2.37697 -5.28744 -4.74058  0.10
C13 -1.97824 3.68492 -3.27761  0.00
O13 -1.43494 4.66994 -2.37131  0.01
C14 -2.07016 4.76113 -1.19158  -0.63
O14 -3.02356 4.14966 -0.84209  0.13
O15 -1.46879 5.72384 -0.51506  0.01
C15 -1.98844 6.00224 0.76432  -0.03
H25 -2.41518 4.21319 -4.11272  0.11
H26 -2.60697 3.05823 -2.78639  0.05
H27 -1.16838 3.05262 -3.54194  0.07
H28 -2.88693 6.57232 0.65601  0.10
H29 -1.20434 6.55413 1.24046  0.09
H30 -2.07886 5.12898 1.40517  0.08
C16 -0.98717 -1.53721 3.47346  -0.02
O16 -0.05748 -2.13788 4.38483  -0.04
C17 0.20497 -3.45745 4.15030  -0.58
O17 -0.23802 -4.09198 3.26472  0.15
O18 1.03192 -3.99041 5.08887  0.00
C18 1.44139 -3.29468 6.24500  -0.05
H31 -1.42296 -0.73265 4.01087  0.07
H32 -1.73039 -2.33538 3.23118  0.10
H33 -0.49715 -1.16318 2.55012  0.10
H34 0.67160 -2.69758 6.66730  0.08
H35 2.19933 -2.56340 5.92481  0.08
H36 1.94616 -3.97501 6.96435  0.11
C19 5.03202 -1.31879 -2.84654  -0.01
O19 4.35640 -0.02401 -3.01341  -0.03
C20 4.06959 0.34403 -4.31048  -0.60
O20 3.24940 1.17542 -4.52783  0.14
O21 4.72375 -0.36834 -5.19965  -0.02
C21 4.35079 -0.19184 -6.51176  -0.06
H37 4.62989 -1.70369 -1.91645  0.08
H38 6.12625 -1.22118 -2.83140  0.09
H39 4.78139 -1.96302 -3.71311  0.10
H40 4.98342 -0.85671 -7.12034  0.11
H41 4.48352 0.88565 -6.78190  0.11
H42 3.28403 -0.35319 -6.75723  0.09
C22 -2.62375 -4.50042 0.48411  -0.14
C23 -2.56838 -5.14237 -0.93162  -0.17
C24 -2.87026 -3.99038 -1.83399  -0.18
O22 -2.30211 -2.82253 -1.15706  -0.17
C25 -2.16562 -3.08345 0.24224  -0.20
H43 -1.92371 -5.05935 1.18964  0.13
H44 -3.56437 -4.66064 0.96542  0.10
H45 -3.26998 -5.93227 -1.08158  0.10
H46 -1.61121 -5.63882 -1.07824  0.11
H47 -3.99787 -3.81208 -1.81537  0.14
H48 -2.57135 -4.08117 -2.89198  0.11
H49 -2.70448 -2.24841 0.74793  0.12
H50 -1.15844 -2.93222 0.54385  0.08
C26 1.80208 3.50532 -1.98495  -0.12
C27 2.00870 4.68573 -0.92775  -0.12
C28 2.08222 3.94516 0.43403  -0.19
O23 2.24216 2.56338 0.11443  -0.17
C29 2.54027 2.39475 -1.27010  -0.20
H51 2.30049 3.65303 -2.96593  0.12
H52 0.76141 3.29334 -2.19768  0.08
H53 1.18297 5.40020 -0.94177  0.08
H54 2.99033 5.22797 -1.13326  0.12
H55 1.20158 4.12656 1.13187  0.13
H56 3.01869 4.18218 0.94842  0.11
H57 2.28355 1.40059 -1.67195  0.11
H58 3.59907 2.47834 -1.37588  0.11
C30 4.11252 1.07720 4.26865  -0.15
C31 3.98682 0.85257 2.73906  -0.14
C32 2.94364 -0.30589 2.54539  -0.14
O24 2.46655 -0.62716 3.89752  -0.19
C33 3.50364 -0.23543 4.81042  -0.21
H59 3.48147 1.90353 4.52569  0.08
H60 5.18192 1.24283 4.51821  0.12
H61 4.95551 0.59289 2.30974  0.10
H62 3.61434 1.72612 2.19144  0.09
H63 3.33741 -1.23677 2.08713  0.11
H64 2.11224 0.00218 1.85414  0.09
H65 4.27042 -1.01871 4.96284  0.12
H66 3.00070 0.01667 5.73913  0.11
C34 -1.08590 0.14235 -5.57698  -0.16
C35 -1.90583 -0.57295 -4.53819  -0.17
C36 -1.25922 -1.94260 -4.39436  -0.18
O25 0.11513 -1.85370 -4.85320  -0.15
C37 0.26828 -0.55650 -5.37373  -0.21
H67 -1.01233 1.18744 -5.48075  0.09
H68 -1.54740 -0.09080 -6.51849  0.10
H69 -3.01228 -0.67943 -4.77092  0.14
H70 -1.80187 0.00906 -3.63833  0.09
H71 -1.75604 -2.71364 -5.01800  0.13
H72 -1.19067 -2.24696 -3.31870  0.10
H73 0.86808 -0.49288 -6.28943  0.12
H74 0.69206 0.07253 -4.59924  0.11


2.
Molecular formula: C37H75InNO21
Method: DFT, wB97M-V/def2-TZVPD

- Charge: -1
- Highest occupied orbital energy: -4.00 eV
- Calculated total energy: -3279.734151 a.u.
- Molecular weight: 984.81 u

Last column: Löwdin charge in e.
Atoms and positions in Å:
C1 0.42797 0.62764 2.74210  0.09
C2 -0.51877 0.69913 2.00589  -0.15
C3 -1.66658 1.00961 1.14270  -0.23
C4 -1.48436 2.36417 0.41649  -0.31
C5 -1.35246 3.55487 1.39694  -0.31
In1 -3.22164 4.81019 1.31197  0.60
C6 -3.69825 5.12365 -0.85470  -0.27
N1 -4.81963 3.66355 2.22830  -0.19
C7 -5.43373 2.80474 1.21475  -0.43
C8 -6.65261 2.04318 1.72430  -0.26
C9 -6.27088 0.85287 2.65902  -0.11
H1 1.30581 0.70082 3.33554  0.01
H2 -1.76748 0.21133 0.40371  0.11
H3 -2.56059 1.08569 1.76659  0.10
H4 -2.37454 2.48543 -0.20637  0.06
H5 -0.61530 2.27380 -0.24259  0.10
H6 -0.49658 4.16221 1.09126  0.01
H7 -1.15844 3.21149 2.41423  0.01
H8 -2.97111 6.37006 2.15776  -0.13
H9 -4.02378 4.17994 -1.30072  -0.05
H10 -4.48899 5.86395 -0.98156  -0.05
H11 -2.78821 5.45448 -1.35874  -0.04
H12 -4.41631 3.05267 2.93683  -0.01
H13 -4.73010 2.09555 0.73694  0.09
H14 -5.77476 3.45755 0.40246  0.08
H15 -7.32699 2.70466 2.26837  0.08
H16 -7.16516 1.62586 0.85024  0.09
H17 -6.78434 -0.03789 2.29319  0.05
H18 -5.19410 0.69777 2.69666  0.06
H19 -6.65435 1.04977 3.66138  0.04
C10 4.31165 -1.59997 2.77923  -0.06
C11 4.23990 -0.12535 2.45133  -0.21
O1 5.37406 0.30441 1.67410  0.05
C12 5.33723 -0.02260 0.39019  -0.60
O2 4.46162 -0.61857 -0.18345  0.12
O3 6.46182 0.41435 -0.19569  -0.01
C13 6.52919 0.06962 -1.58366  -0.05
H20 5.25778 -1.83980 3.26744  0.08
H21 3.49274 -1.88176 3.44073  0.08
H22 4.24448 -2.20601 1.87665  0.07
H23 4.27477 0.46534 3.36497  0.12
H24 3.31545 0.12277 1.93050  0.11
H25 5.63846 0.40629 -2.10807  0.09
H26 6.64441 -1.00792 -1.69665  0.11
H27 7.39781 0.56295 -2.01008  0.09
C14 10.04483 -3.41468 -4.69706  -0.06
C15 8.57881 -3.36433 -5.07087  -0.22
O4 7.96336 -2.14102 -4.64094  0.03
C16 8.21035 -1.06726 -5.39222  -0.62
O5 8.86318 -1.03818 -6.40406  0.13
O6 7.60493 -0.02761 -4.82042  -0.01
C17 7.83153 1.22521 -5.46995  -0.03
H28 10.16963 -3.24392 -3.62693  0.08
H29 10.46442 -4.38876 -4.94954  0.08
H30 10.61092 -2.64817 -5.22486  0.08
H31 8.02865 -4.15264 -4.56051  0.13
H32 8.43608 -3.49745 -6.14240  0.11
H33 7.58228 1.16527 -6.52696  0.10
H34 8.86943 1.53072 -5.34476  0.10
H35 7.17914 1.94406 -4.98296  0.10
C18 -9.21257 2.06807 5.52809  -0.05
C19 -10.00818 1.95277 4.24608  -0.21
O7 -11.42364 2.04053 4.50855  0.01
C20 -11.89016 3.26674 4.73909  -0.61
O8 -11.25858 4.28830 4.72788  0.14
O9 -13.20149 3.16623 4.98656  -0.01
C21 -13.83114 4.40749 5.30725  -0.04
H36 -9.55247 1.32786 6.25468  0.08
H37 -8.15253 1.91200 5.33074  0.07
H38 -9.33302 3.05200 5.97928  0.08
H39 -9.84540 0.97358 3.79888  0.12
H40 -9.70746 2.70612 3.51877  0.12
H41 -13.63246 5.15426 4.54174  0.10
H42 -13.48542 4.76624 6.27581  0.10
H43 -14.89794 4.20683 5.35312  0.09
C22 0.46365 -6.36930 5.66129  -0.07
C23 1.30209 -7.36133 4.88399  -0.22
O10 1.06310 -7.27239 3.47196  0.04
C24 1.65356 -6.24508 2.85934  -0.61
O11 2.37166 -5.42888 3.37606  0.12
O12 1.30880 -6.27537 1.57313  0.01
C25 1.81040 -5.17633 0.80451  -0.03
H44 -0.59222 -6.48942 5.41583  0.08
H45 0.59548 -6.52197 6.73271  0.08
H46 0.74638 -5.34522 5.42243  0.08
H47 1.02947 -8.38007 5.15464  0.12
H48 2.36534 -7.23427 5.08766  0.12
H49 2.88797 -5.08022 0.91718  0.09
H50 1.31987 -4.25211 1.10555  0.10
H51 1.57174 -5.39149 -0.23278  0.09
C26 -13.49211 1.12332 2.18009  -0.05
C27 -12.26814 1.38185 1.33096  -0.20
O13 -12.49476 1.06479 -0.05406  0.04
C28 -13.19285 1.96349 -0.73938  -0.61
O14 -13.62433 3.00721 -0.32243  0.12
O15 -13.33230 1.51348 -1.99078  0.00
C29 -14.11533 2.35941 -2.83222  -0.05
H52 -13.84144 0.09727 2.04792  0.08
H53 -13.26268 1.28367 3.22865  0.06
H54 -14.31172 1.78637 1.90276  0.08
H55 -11.45060 0.73362 1.64081  0.12
H56 -11.92395 2.41253 1.42057  0.13
H57 -13.73529 3.37866 -2.82368  0.10
H58 -15.15736 2.34864 -2.51441  0.10
H59 -14.03763 1.95010 -3.83560  0.09
C30 4.77012 -3.24366 -8.10102  -0.06
C31 5.74825 -2.36639 -7.34891  -0.21
O16 5.08557 -1.46244 -6.45896  0.04
C32 4.65929 -2.00554 -5.31621  -0.61
O17 4.80740 -3.15386 -4.98322  0.12
O18 4.10005 -1.04524 -4.59056  0.01
C33 3.59766 -1.47453 -3.32020  -0.03
H60 4.03202 -2.63069 -8.61998  0.08
H61 5.29779 -3.85502 -8.83380  0.08
H62 4.23525 -3.90546 -7.42107  0.08
H63 6.29879 -1.73141 -8.04106  0.13
H64 6.47146 -2.95655 -6.79276  0.10
H65 4.36912 -1.99779 -2.76142  0.09
H66 2.72167 -2.10937 -3.44460  0.10
H67 3.31427 -0.57861 -2.77746  0.09
C34 9.69366 -0.42536 -0.36211  -0.05
C35 10.24825 0.92436 0.03113  -0.19
O19 11.67036 0.87974 0.24919  0.04
C36 12.41560 0.86308 -0.85062  -0.61
O20 12.01864 0.91157 -1.98654  0.12
O21 13.69848 0.79286 -0.48202  0.00
C37 14.61698 0.70614 -1.57181  -0.04
H68 9.96807 -1.18312 0.37381  0.09
H69 8.61161 -0.37857 -0.42799  0.04
H70 10.08617 -0.74992 -1.32636  0.08
H71 9.82201 1.24383 0.97974  0.13
H72 10.01432 1.68725 -0.71134  0.12
H73 14.45858 1.51515 -2.28164  0.09
H74 14.51624 -0.25457 -2.07508  0.10
H75 15.61122 0.78784 -1.14169  0.09